{
  "formula": "C2H4O4S",
  "method": "ωB97M-V/def2-TZVPD",
  "charge": 0,
  "gap_ha": 0.3876,
  "smiles": "O=S1(=O)[C@H](O)[C@H]1O",
  "symbols": ["C", "C", "O", "O", "O", "O", "S", "H", "H", "H", "H"],
  "positions_angstrom": [[-0.417, -0.607, 0.627], [-0.470, 0.539, -0.572], [1.739, -1.044, -0.824], [1.734, 0.985, 0.747], [-0.871, -1.847, 0.248], [-0.851, 1.812, -0.413], [1.093, -0.026, -0.027], [-0.778, -0.153, 1.547], [-0.918, 0.207, -1.436], [-0.030, -2.129, -0.072], [-0.231, 2.263, 0.175]],
  "lowdin_charge": [-0.33, -0.35, -0.28, -0.27, 0.03, 0.03, 0.74, 0.15, 0.12, 0.06, 0.11]
}

=====

{
  "formula": "C2H6N4S",
  "method": "ωB97M-V/def2-TZVPD",
  "charge": 0,
  "gap_ha": 0.3175,
  "smiles": "C=S(=N)=NC#N.N",
  "symbols": ["C", "C", "N", "N", "N", "N", "S", "H", "H", "H", "H", "H", "H"],
  "positions_angstrom": [[-1.785, -1.949, -1.248], [0.912, -1.868, 0.671], [-2.813, -2.424, -1.039], [1.670, -0.279, -1.321], [-0.969, 1.434, 0.014], [-0.655, -1.423, -1.588], [0.501, -0.978, -0.649], [0.086, -2.301, 1.203], [1.731, -1.463, 1.232], [1.489, 0.104, -2.235], [-0.466, 2.288, -0.195], [-1.820, 1.425, -0.536], [-1.231, 1.460, 0.992]],
  "lowdin_charge": [-0.49, -0.19, 0.12, -0.23, 0.02, -0.20, 0.83, 0.02, 0.02, 0.02, 0.03, 0.03, 0.03]
}

=====

{
  "formula": "C42H88BrN3O7",
  "method": "ωB97M-V/def2-TZVPD",
  "charge": 0,
  "gap_ha": 0.3236,
  "smiles": "C=C[C@H](COCCOCC)O[C@@](CCCCN)(CCN(CC)C(C)=O)[C@@](Br)(CCOC=O)OCN.CCCCCC.CCCCCC.CCCCCC",
  "symbols": ["C", "C", "C", "C", "O", "C", "C", "O", "C", "C", "O", "C", "C", "C", "C", "C", "N", "C", "C", "N", "C", "C", "C", "C", "O", "C", "Br", "C", "C", "O", "C", "O", "O", "C", "N", "H", "H", "H", "H", "H", "H", "H", "H", "H", "H", "H", "H", "H", "H", "H", "H", "H", "H", "H", "H", "H", "H", "H", "H", "H", "H", "H", "H", "H", "H", "H", "H", "H", "H", "H", "H", "H", "H", "H", "H", "H", "H", "H", "H", "H", "H", "C", "C", "C", "C", "C", "C", "H", "H", "H", "H", "H", "H", "H", "H", "H", "H", "H", "H", "H", "H", "C", "C", "C", "C", "C", "C", "H", "H", "H", "H", "H", "H", "H", "H", "H", "H", "H", "H", "H", "H", "C", "C", "C", "C", "C", "C", "H", "H", "H", "H", "H", "H", "H", "H", "H", "H", "H", "H", "H", "H"],
  "positions_angstrom": [[-1.181, 0.331, 3.367], [-1.368, -0.957, 2.945], [-2.004, -1.231, 1.609], [-3.375, -1.895, 1.955], [-4.450, -1.065, 1.567], [-4.909, -0.246, 2.635], [-5.958, 0.714, 2.111], [-5.595, 1.425, 0.954], [-4.370, 2.141, 1.040], [-4.210, 3.027, 2.275], [-1.323, -2.165, 0.772], [-0.378, -1.677, -0.202], [0.053, -0.235, 0.063], [1.301, 0.326, -0.650], [0.923, 1.406, -1.683], [0.413, 2.689, -1.009], [-0.764, 3.205, -1.760], [0.829, -2.614, -0.014], [1.584, -2.341, 1.289], [2.464, -3.444, 1.706], [1.735, -4.647, 2.113], [0.834, -4.396, 3.314], [3.494, -3.669, 0.755], [3.468, -4.876, -0.156], [4.379, -2.847, 0.635], [-1.045, -1.889, -1.610], [0.303, -1.773, -3.072], [-1.777, -3.236, -1.770], [-1.132, -4.424, -2.469], [0.104, -4.850, -1.877], [0.758, -5.749, -2.659], [1.558, -5.436, -3.491], [-1.866, -0.789, -1.923], [-3.223, -0.809, -1.465], [-4.169, -0.841, -2.563], [-1.642, 0.724, 4.271], [-0.559, 1.035, 2.819], [-1.050, -1.801, 3.557], [-2.282, -0.288, 1.142], [-3.441, -2.156, 3.013], [-3.444, -2.811, 1.367], [-5.394, -0.890, 3.379], [-4.072, 0.250, 3.132], [-6.828, 0.117, 1.835], [-6.282, 1.368, 2.929], [-3.541, 1.435, 0.930], [-4.356, 2.783, 0.159], [-5.170, 3.329, 2.688], [-3.673, 2.491, 3.060], [-3.611, 3.896, 2.011], [-0.757, 0.468, -0.139], [0.234, -0.131, 1.132], [1.899, -0.418, -1.167], [1.934, 0.830, 0.084], [1.817, 1.626, -2.271], [0.149, 1.055, -2.360], [1.157, 3.479, -0.974], [0.041, 2.433, -0.013], [-1.623, 2.908, -1.320], [-0.751, 4.212, -1.826], [0.395, -3.608, 0.081], [1.533, -2.562, -0.837], [0.932, -2.090, 2.124], [2.234, -1.477, 1.147], [1.157, -5.122, 1.311], [2.481, -5.389, 2.402], [1.219, -3.604, 3.956], [-0.146, -4.057, 2.966], [0.661, -5.300, 3.893], [4.477, -5.041, -0.518], [3.071, -5.778, 0.299], [2.827, -4.613, -1.001], [-2.644, -3.036, -2.403], [-2.185, -3.602, -0.831], [-1.845, -5.248, -2.329], [-1.062, -4.304, -3.550], [0.523, -6.806, -2.467], [-3.434, -1.601, -0.753], [-3.403, 0.134, -0.948], [-3.809, -1.418, -3.313], [-4.213, 0.098, -2.941], [0.661, 5.763, 5.276], [2.056, 5.618, 4.674], [2.067, 5.674, 3.148], [1.281, 4.564, 2.452], [1.713, 3.141, 2.798], [3.150, 2.827, 2.394], [0.003, 4.948, 4.973], [0.708, 5.757, 6.366], [0.201, 6.705, 4.967], [2.511, 4.687, 5.023], [2.687, 6.426, 5.053], [3.105, 5.659, 2.803], [1.659, 6.638, 2.826], [1.368, 4.706, 1.369], [0.216, 4.673, 2.682], [1.046, 2.445, 2.280], [1.583, 2.952, 3.867], [3.294, 2.973, 1.321], [3.398, 1.789, 2.625], [3.865, 3.458, 2.923], [-0.350, 8.570, -0.129], [1.087, 8.803, 0.328], [1.192, 9.634, 1.606], [0.638, 11.056, 1.497], [1.273, 11.912, 0.403], [2.768, 12.144, 0.603], [-0.852, 9.506, -0.380], [-0.374, 7.939, -1.019], [-0.930, 8.071, 0.650], [1.658, 9.270, -0.479], [1.556, 7.832, 0.510], [2.240, 9.673, 1.916], [0.660, 9.116, 2.411], [0.774, 11.554, 2.462], [-0.442, 11.015, 1.332], [0.766, 12.880, 0.386], [1.101, 11.461, -0.578], [2.961, 12.626, 1.564], [3.166, 12.789, -0.181], [3.330, 11.209, 0.573], [3.359, -9.344, -4.635], [2.062, -8.650, -5.042], [0.810, -9.327, -4.486], [0.585, -10.764, -4.958], [0.497, -10.935, -6.473], [-0.671, -10.183, -7.103], [3.414, -10.362, -5.023], [4.222, -8.800, -5.022], [3.453, -9.388, -3.548], [2.006, -8.585, -6.132], [2.087, -7.621, -4.678], [-0.063, -8.719, -4.742], [0.865, -9.329, -3.391], [-0.339, -11.138, -4.505], [1.385, -11.404, -4.575], [0.389, -12.000, -6.694], [1.432, -10.620, -6.944], [-1.621, -10.508, -6.672], [-0.713, -10.366, -8.178], [-0.583, -9.105, -6.959]],
  "lowdin_charge": [0.03, -0.11, -0.29, -0.13, -0.13, -0.19, -0.20, -0.13, -0.26, -0.06, -0.07, -0.39, -0.12, -0.19, -0.21, -0.26, 0.00, -0.11, -0.13, -0.06, -0.25, -0.08, -0.47, 0.02, 0.09, -0.62, 0.93, -0.13, -0.22, -0.09, -0.33, 0.11, -0.17, -0.26, 0.06, 0.06, 0.04, 0.11, 0.12, 0.13, 0.13, 0.13, 0.10, 0.13, 0.12, 0.09, 0.12, 0.08, 0.06, 0.07, 0.11, 0.10, 0.08, 0.10, 0.11, 0.07, 0.11, 0.09, 0.05, 0.05, 0.11, 0.08, 0.10, 0.12, 0.11, 0.12, 0.08, 0.06, 0.07, 0.09, 0.07, 0.08, 0.12, 0.12, 0.13, 0.11, 0.15, 0.11, 0.12, 0.07, 0.07, -0.11, -0.26, -0.22, -0.22, -0.27, -0.10, 0.06, 0.07, 0.07, 0.10, 0.10, 0.11, 0.09, 0.10, 0.10, 0.07, 0.10, 0.07, 0.07, 0.07, -0.11, -0.27, -0.23, -0.23, -0.27, -0.11, 0.07, 0.07, 0.07, 0.10, 0.09, 0.10, 0.10, 0.11, 0.10, 0.10, 0.10, 0.07, 0.07, 0.06, -0.11, -0.26, -0.24, -0.23, -0.27, -0.11, 0.06, 0.07, 0.07, 0.10, 0.08, 0.10, 0.10, 0.11, 0.10, 0.10, 0.10, 0.07, 0.07, 0.06]
}

=====

Number 1: LUMO 0.50 eV, E_tot -21160.8343 eV, HOMO level -10.0 eV. Number 2: LUMO -0.87 eV, E_tot -18962.5731 eV, HOMO level -9.5 eV. Number 3: LUMO 0.08 eV, E_tot -133822.4589 eV, HOMO level -8.7 eV.